Computed, not measured: a cluster of 15 separate species, C46H65Cl10F10N6O9S2 in total at a distorted geometry, with the ωB97M-V functional and the def2-TZVPD basis.

Last columns: bonded neighbours and bond lengths (Å).
Element x y z (Å)
1 C -23.85 -21.05 -7.53  F2 1.322, F3 1.344, F4 1.325, S5 1.853
2 F -24.45 -19.91 -7.21  C1 1.322
3 F -24.39 -22.03 -6.78  C1 1.344
4 F -24.04 -21.33 -8.81  C1 1.325
5 S -22.03 -20.93 -7.24  C1 1.853, O6 1.431, O7 1.437, N8 1.639, S9 2.573
6 O -21.47 -21.97 -8.05  S5 1.431
7 O -21.63 -19.59 -7.58  S5 1.437
8 N -21.99 -21.15 -5.62  S5 1.639, S9 1.605
9 S -20.80 -22.19 -5.37  S5 2.573, N8 1.605, O10 1.441, O11 1.431, C12 1.827
10 O -21.13 -23.53 -5.78  S9 1.441
11 O -19.52 -21.69 -5.78  S9 1.431
12 C -20.68 -22.33 -3.55  S9 1.827, F13 1.335, F14 1.333, F15 1.326
13 F -20.27 -21.19 -2.99  C12 1.335
14 F -21.85 -22.68 -3.02  C12 1.333
15 F -19.80 -23.29 -3.30  C12 1.326
16 C -31.16 -24.05 -8.67  C17 1.506, H21 1.088, H22 1.090, H23 1.092
17 C -30.04 -24.32 -7.69  C16 1.506, O18 1.219, N19 1.361
18 O -30.08 -25.28 -6.93  C17 1.219
19 N -29.01 -23.43 -7.73  C17 1.361, C20 1.440, H24 1.003
20 C -27.83 -23.58 -6.92  N19 1.440, H25 1.092, H26 1.086, H27 1.091
21 H -31.22 -24.88 -9.37  C16 1.088
22 H -31.05 -23.10 -9.19  C16 1.090
23 H -32.10 -24.03 -8.11  C16 1.092
24 H -29.09 -22.65 -8.35  N19 1.003
25 H -27.60 -24.64 -6.82  C20 1.092
26 H -27.97 -23.15 -5.92  C20 1.086
27 H -26.97 -23.19 -7.45  C20 1.091
28 C -21.38 -26.51 -3.97  C29 1.496, H33 1.086, H34 1.091, H35 1.095
29 C -20.59 -27.75 -3.66  C28 1.496, O30 1.224, N31 1.373
30 O -21.12 -28.85 -3.60  C29 1.224
31 N -19.24 -27.60 -3.47  C29 1.373, C32 1.448, H36 1.007
32 C -18.44 -26.40 -3.64  N31 1.448, H37 1.099, H38 1.094, H39 1.082
33 H -22.38 -26.79 -4.29  C28 1.086
34 H -20.93 -25.91 -4.77  C28 1.091
35 H -21.46 -25.86 -3.10  C28 1.095
36 H -18.75 -28.45 -3.27  N31 1.007
37 H -17.66 -26.55 -4.41  C32 1.099
38 H -17.89 -26.15 -2.73  C32 1.094
39 H -19.02 -25.54 -3.93  C32 1.082
40 C -15.19 -24.50 -7.27  C41 1.512, H45 1.087, H46 1.092, H47 1.091
41 C -16.67 -24.36 -7.00  C40 1.512, O42 1.217, N43 1.353
42 O -17.09 -23.63 -6.12  C41 1.217
43 N -17.48 -25.09 -7.81  C41 1.353, C44 1.452, H48 1.003
44 C -18.93 -25.06 -7.71  N43 1.452, H49 1.090, H50 1.089, H51 1.090
45 H -14.64 -24.46 -6.34  C40 1.087
46 H -14.87 -23.65 -7.86  C40 1.092
47 H -14.94 -25.40 -7.83  C40 1.091
48 H -17.05 -25.82 -8.34  N43 1.003
49 H -19.27 -25.49 -6.77  C44 1.090
50 H -19.36 -25.59 -8.56  C44 1.089
51 H -19.29 -24.03 -7.76  C44 1.090
52 C -22.32 -15.73 -7.92  C53 1.511, H57 1.085, H58 1.089, H59 1.095
53 C -23.26 -16.21 -9.00  C52 1.511, O54 1.223, N55 1.353
54 O -23.94 -15.43 -9.66  C53 1.223
55 N -23.34 -17.55 -9.14  C53 1.353, C56 1.455, H60 1.008
56 C -24.22 -18.19 -10.11  N55 1.455, H61 1.087, H62 1.089, H63 1.096
57 H -22.89 -15.50 -7.02  C52 1.085
58 H -21.79 -14.85 -8.28  C52 1.089
59 H -21.53 -16.45 -7.71  C52 1.095
60 H -22.72 -18.17 -8.64  N55 1.008
61 H -23.67 -18.95 -10.66  C56 1.087
62 H -24.59 -17.43 -10.80  C56 1.089
63 H -25.11 -18.60 -9.64  C56 1.096
64 C -22.60 -17.53 -4.90  C65 1.514, H69 1.091, H70 1.090, H71 1.092
65 C -22.91 -18.00 -3.50  C64 1.514, O66 1.223, N67 1.363
66 O -23.04 -17.22 -2.56  C65 1.223
67 N -22.98 -19.35 -3.34  C65 1.363, C68 1.438, H72 1.013
68 C -23.38 -19.92 -2.08  N67 1.438, H73 1.092, H74 1.092, H75 1.093
69 H -22.18 -18.32 -5.53  C64 1.091
70 H -21.88 -16.71 -4.85  C64 1.090
71 H -23.49 -17.15 -5.40  C64 1.092
72 H -22.73 -19.97 -4.11  N67 1.013
73 H -24.32 -19.49 -1.73  C68 1.092
74 H -22.62 -19.80 -1.32  C68 1.092
75 H -23.56 -20.99 -2.21  C68 1.093
76 C -22.72 -24.99 -8.39  Cl77 1.774, Cl78 1.778, H79 1.081, H80 1.081
77 Cl -22.57 -26.48 -7.44  C76 1.774
78 Cl -23.58 -25.24 -9.92  C76 1.778
79 H -23.21 -24.23 -7.80  C76 1.081
80 H -21.70 -24.68 -8.61  C76 1.081
81 C -17.96 -21.91 -9.29  Cl82 1.772, Cl83 1.766, H84 1.086, H85 1.082
82 Cl -18.43 -20.22 -9.48  C81 1.772
83 Cl -16.34 -22.25 -9.93  C81 1.766
84 H -17.98 -22.12 -8.22  C81 1.086
85 H -18.69 -22.53 -9.80  C81 1.082
86 C -18.98 -18.37 -5.06  Cl87 1.776, Cl88 1.768, H89 1.083, H90 1.084
87 Cl -18.88 -17.01 -6.19  C86 1.776
88 Cl -17.54 -18.52 -4.05  C86 1.768
89 H -19.82 -18.23 -4.39  C86 1.083
90 H -19.12 -19.28 -5.64  C86 1.084
91 C -24.20 -23.94 -4.22  Cl92 1.765, Cl93 1.775, H94 1.082, H95 1.081
92 Cl -24.86 -25.19 -5.28  C91 1.765
93 Cl -25.53 -23.21 -3.31  C91 1.775
94 H -23.52 -24.38 -3.51  C91 1.082
95 H -23.68 -23.21 -4.82  C91 1.081
96 C -26.33 -19.77 -3.90  Cl97 1.748, Cl98 1.761, H99 1.082, H100 1.082
97 Cl -26.71 -18.07 -3.72  C96 1.748
98 Cl -27.68 -20.73 -4.49  C96 1.761
99 H -25.46 -19.92 -4.53  C96 1.082
100 H -26.12 -20.16 -2.91  C96 1.082
101 F -14.57 -24.07 0.49  C102 1.353
102 C -15.10 -23.71 -0.71  F101 1.353, C103 1.378, C107 1.374
103 C -14.81 -24.45 -1.83  C102 1.378, C104 1.397, H108 1.085
104 C -15.34 -24.03 -3.05  C103 1.397, C105 1.377, H109 1.083
105 C -16.04 -22.85 -3.14  C104 1.377, C106 1.385, H110 1.083
106 C -16.35 -22.15 -1.99  C105 1.385, C107 1.383, H111 1.081
107 C -15.89 -22.59 -0.76  C102 1.374, C106 1.383, H112 1.085
108 H -14.20 -25.34 -1.71  C103 1.085
109 H -15.17 -24.61 -3.95  C104 1.083
110 H -16.42 -22.50 -4.09  C105 1.083
111 H -16.96 -21.26 -2.04  C106 1.081
112 H -16.12 -22.10 0.18  C107 1.085
113 F -29.90 -22.42 -12.70  C114 1.342
114 C -29.30 -21.93 -11.61  F113 1.342, C115 1.372, C119 1.382
115 C -28.03 -22.35 -11.29  C114 1.372, C116 1.398, H120 1.081
116 C -27.42 -21.81 -10.16  C115 1.398, C117 1.387, H121 1.083
117 C -28.07 -20.84 -9.41  C116 1.387, C118 1.387, H122 1.085
118 C -29.33 -20.40 -9.78  C117 1.387, C119 1.387, H123 1.082
119 C -29.95 -20.94 -10.90  C114 1.382, C118 1.387, H124 1.084
120 H -27.54 -23.08 -11.91  C115 1.081
121 H -26.43 -22.16 -9.88  C116 1.083
122 H -27.64 -20.44 -8.49  C117 1.085
123 H -29.76 -19.59 -9.20  C118 1.082
124 H -30.93 -20.60 -11.22  C119 1.084
125 F -25.00 -23.32 0.66  C126 1.345
126 C -23.71 -23.45 0.31  F125 1.345, C127 1.384, C131 1.380
127 C -23.26 -24.70 -0.08  C126 1.384, C128 1.390, H132 1.083
128 C -21.92 -24.87 -0.40  C127 1.390, C129 1.397, H133 1.085
129 C -21.04 -23.78 -0.33  C128 1.397, C130 1.392, H134 1.083
130 C -21.55 -22.53 -0.01  C129 1.392, C131 1.390, H135 1.085
131 C -22.88 -22.36 0.34  C126 1.380, C130 1.390, H136 1.083
132 H -23.96 -25.53 -0.18  C127 1.083
133 H -21.54 -25.85 -0.64  C128 1.085
134 H -19.98 -23.90 -0.54  C129 1.083
135 H -20.84 -21.71 0.11  C130 1.085
136 H -23.22 -21.37 0.63  C131 1.083
137 F -25.38 -21.27 -13.11  C138 1.351
138 C -24.10 -21.22 -12.67  F137 1.351, C139 1.375, C143 1.383
139 C -23.66 -22.17 -11.78  C138 1.375, C140 1.382, H144 1.082
140 C -22.39 -22.04 -11.26  C139 1.382, C141 1.389, H145 1.082
141 C -21.53 -21.05 -11.72  C140 1.389, C142 1.392, H146 1.079
142 C -21.98 -20.14 -12.68  C141 1.392, C143 1.389, H147 1.082
143 C -23.27 -20.25 -13.19  C138 1.383, C142 1.389, H148 1.082
144 H -24.34 -22.92 -11.39  C139 1.082
145 H -22.07 -22.73 -10.49  C140 1.082
146 H -20.56 -20.96 -11.27  C141 1.079
147 H -21.33 -19.35 -13.05  C142 1.082
148 H -23.62 -19.54 -13.93  C143 1.082

Output
Total charge = -1
F_max = 1.45 eV/A
Electronic energy = -250200.3837 eV

Mulliken atomic charge list, values in e, 5 entries: -0.43 -0.10 -0.01 0.30 0.30